[1]
{"formula": "C12H26BF3N3O7PS", "method": "ωB97M-V with the def2-TZVPD basis set", "gap_ev": 7.374, "multiplicity": 1, "e_lumo_ev": -0.15, "e_homo_ev": -7.52, "elements": ["N", "B", "O", "C", "N", "S", "O", "O", "C", "F", "F", "F", "C", "O", "O", "P", "O", "O", "H", "H", "H", "H", "H", "H", "C", "C", "C", "N", "C", "C", "C", "C", "C", "C", "H", "H", "H", "H", "H", "H", "H", "H", "H", "H", "H", "H", "H", "H", "H", "H", "H", "H", "H", "H"], "coordinates": [[-1.240, -5.132, 0.335], [-1.672, -3.784, 0.752], [-1.758, -3.469, 2.083], [-2.065, -2.752, -0.424], [-3.342, -3.093, -1.050], [-4.567, -3.340, -0.014], [-4.663, -4.736, 0.301], [-4.622, -2.444, 1.093], [-6.021, -2.948, -1.087], [-7.114, -3.396, -0.464], [-5.914, -3.574, -2.269], [-6.129, -1.635, -1.288], [-1.945, -1.264, -0.059], [-1.028, -0.985, 0.726], [-2.710, -0.499, -0.683], [-0.764, -2.893, -1.800], [-1.216, -4.284, -2.526], [0.595, -3.255, -0.933], [-2.060, -5.695, 0.126], [-0.736, -5.591, 1.083], [-2.322, -4.128, 2.501], [-3.584, -2.451, -1.804], [-1.672, -4.866, -1.902], [0.892, -4.149, -1.136], [4.543, 4.727, 1.777], [3.174, 4.163, 2.169], [2.895, 2.733, 1.713], [2.260, 2.560, 0.355], [0.786, 2.870, 0.463], [0.014, 2.523, -0.793], [0.228, 1.068, -1.176], [1.704, 0.715, -1.283], [2.440, 1.103, -0.020], [2.909, 3.427, -0.657], [4.598, 5.029, 0.732], [4.768, 5.610, 2.373], [5.332, 3.995, 1.957], [2.376, 4.841, 1.860], [3.140, 4.139, 3.259], [2.208, 2.251, 2.404], [3.817, 2.151, 1.704], [0.412, 2.278, 1.298], [0.699, 3.928, 0.709], [-1.044, 2.695, -0.593], [0.281, 3.194, -1.617], [-0.276, 0.851, -2.117], [-0.219, 0.439, -0.409], [2.159, 1.177, -2.166], [1.817, -0.362, -1.418], [3.513, 0.935, -0.109], [2.059, 0.527, 0.825], [3.975, 3.220, -0.658], [2.708, 4.466, -0.414], [2.495, 3.210, -1.634]], "forces_ev_per_a": [[-0.6, 0.1, 0.3], [0.2, 0.0, -0.4], [-0.2, 0.3, -0.3], [0.9, -0.4, 0.4], [-0.2, -0.3, -0.4], [-0.4, 0.0, 0.5], [0.2, -0.3, -0.2], [0.0, 0.3, 0.0], [-0.1, -0.1, -0.1], [0.2, 0.2, -0.2], [-0.1, 0.3, 0.2], [0.0, -0.4, 0.0], [-1.0, 0.4, -0.5], [0.8, 0.1, 0.5], [0.1, 0.0, 0.1], [-0.2, 0.8, -0.4], [0.2, 0.0, 0.1], [0.1, -0.1, -0.1], [0.1, -0.2, -0.2], [-0.1, -0.2, 0.1], [0.3, -0.2, 0.4], [0.0, 0.3, 0.2], [0.1, -0.2, 0.0], [-0.1, -0.2, 0.2], [-0.1, 0.0, -0.1], [0.2, 0.0, 0.0], [0.0, 0.1, 0.1], [0.0, -0.1, 0.2], [-0.3, 0.1, 0.0], [0.1, 0.0, -0.3], [0.0, 0.0, -0.1], [-0.1, 0.2, -0.2], [0.0, -0.3, -0.1], [-0.1, 0.0, -0.1], [0.0, 0.0, 0.0], [0.0, 0.0, 0.0], [0.0, 0.0, 0.0], [0.0, 0.0, 0.0], [-0.1, 0.0, 0.0], [0.0, -0.1, 0.0], [0.0, 0.0, 0.0], [0.0, -0.1, 0.0], [0.1, 0.0, 0.1], [0.0, 0.0, 0.1], [0.0, 0.1, 0.1], [-0.1, -0.1, 0.1], [-0.2, -0.1, 0.1], [0.1, 0.0, 0.1], [0.0, 0.0, 0.1], [0.0, 0.1, 0.1], [0.0, 0.0, 0.0], [0.0, 0.1, 0.0], [0.1, 0.0, 0.0], [0.0, 0.0, 0.0]]}

=====

[2]
{"formula": "C12H26CaN6O6", "method": "ωB97M-V with the def2-TZVPD basis set", "gap_ev": [6.279, 5.367], "multiplicity": 1, "de_lowest_ev": 0.787, "e_lumo_ev": [-0.07, -0.98], "e_homo_ev": [-6.35, -6.35], "elements": ["O", "H", "Ca", "N", "N", "N", "N", "O", "O", "O", "O", "C", "C", "C", "C", "C", "H", "H", "H", "C", "H", "H", "H", "C", "C", "H", "H", "H", "H", "H", "H", "H", "H", "C", "H", "H", "H", "O", "H", "H", "C", "N", "C", "C", "N", "H", "H", "H", "H", "H", "H"], "coordinates": [[0.247, -0.863, -3.850], [-0.137, -1.368, -4.595], [1.238, 0.263, -0.634], [1.962, -1.904, -1.384], [-0.303, -1.865, -0.358], [0.844, 2.770, -0.604], [-0.986, 1.273, 0.363], [3.111, -1.781, -1.911], [1.513, 3.476, -1.439], [-2.048, 0.535, 0.831], [-1.481, -1.857, 0.202], [0.033, -3.084, -0.900], [1.326, -3.121, -1.452], [-0.052, 3.412, 0.185], [-1.082, 2.571, 0.716], [1.943, -4.291, -2.117], [1.841, -4.204, -3.209], [1.447, -5.214, -1.799], [3.009, -4.354, -1.873], [-0.931, -4.215, -0.896], [-1.777, -3.970, -1.558], [-1.299, -4.388, 0.124], [-0.475, -5.146, -1.253], [0.005, 4.875, 0.434], [-2.153, 3.143, 1.589], [0.696, 5.351, -0.274], [0.362, 5.084, 1.450], [-0.995, 5.318, 0.339], [-2.869, 2.356, 1.841], [-2.678, 3.967, 1.082], [-1.737, 3.558, 2.519], [1.547, 2.159, -2.578], [-1.813, -0.449, 0.547], [-1.673, 0.421, -3.405], [-1.653, 0.453, -4.492], [-1.790, 1.343, -2.835], [-1.947, -0.480, -2.854], [1.436, 1.179, -2.659], [1.220, -1.000, -3.966], [0.713, 0.926, -3.287], [1.271, -0.818, 4.761], [0.651, 0.025, 3.761], [-0.680, 0.586, 4.006], [1.174, 0.086, 2.581], [1.725, 0.160, 1.550], [0.773, -0.643, 5.707], [2.331, -0.575, 4.868], [1.194, -1.878, 4.500], [-0.730, 1.637, 3.700], [-1.452, 0.027, 3.454], [-0.871, 0.515, 5.069]], "forces_ev_per_a": [[1.9, -1.4, -1.1], [0.1, 0.4, 0.6], [-1.2, 0.4, -0.4], [0.7, -0.9, -0.5], [-1.5, -1.1, 0.2], [-2.0, 1.2, 1.1], [-0.8, 2.7, 0.8], [-0.6, -0.5, 0.2], [0.9, 0.2, -0.2], [0.0, -1.7, 0.1], [1.2, -0.3, -0.7], [0.2, 1.3, 0.5], [0.3, 1.2, 0.1], [2.2, -0.8, -1.2], [0.9, -3.1, -0.5], [0.1, -0.4, -0.1], [0.1, 0.0, 0.2], [0.2, 0.2, -0.2], [-0.2, 0.1, -0.1], [-0.1, -0.3, 0.0], [0.1, -0.1, 0.4], [-0.1, 0.1, -0.3], [-0.1, 0.3, 0.1], [-0.2, 0.4, -0.3], [-0.5, -0.2, 0.0], [-0.3, -0.2, 0.1], [-0.1, 0.0, -0.1], [0.3, 0.2, 0.0], [0.1, 0.3, 0.0], [0.2, -0.3, 0.1], [0.0, -0.1, -0.3], [-0.2, 0.3, 0.3], [-0.5, 1.4, 0.5], [-1.3, 0.6, 0.6], [-0.1, 0.0, 0.4], [0.2, -0.1, -0.3], [0.2, 0.2, -0.4], [-0.4, -0.6, -1.5], [-0.8, 0.1, 0.2], [0.8, 0.6, 0.6], [0.5, -0.5, 0.1], [-0.6, 0.3, 0.7], [-0.5, 0.0, -0.6], [1.3, 0.3, -2.0], [-0.5, -0.2, 2.5], [0.0, 0.0, 0.1], [-0.1, 0.0, 0.0], [-0.1, 0.1, 0.1], [0.1, -0.3, 0.0], [0.2, 0.2, 0.2], [0.0, 0.0, 0.1]]}

=====

[3]
{"formula": "C12H26CdNO5P2S", "method": "ωB97M-V with the def2-TZVPD basis set", "charge": 1, "gap_ev": 6.500, "multiplicity": 1, "de_lowest_ev": 2.964, "e_lumo_ev": -2.69, "e_homo_ev": -9.19, "elements": ["Cd", "P", "C", "C", "N", "C", "C", "C", "C", "C", "P", "H", "H", "H", "H", "H", "H", "H", "H", "O", "H", "H", "O", "H", "C", "H", "H", "H", "C", "H", "H", "H", "C", "H", "H", "H", "C", "H", "H", "H", "C", "S", "O", "O", "O", "H", "H", "H"], "coordinates": [[0.132, -0.458, 0.588], [0.082, 1.935, 1.509], [0.389, 2.842, 0.071], [1.054, 2.175, -1.042], [1.053, 0.804, -1.132], [1.784, 0.183, -2.097], [2.658, 0.902, -2.919], [2.656, 2.295, -2.834], [1.803, 2.930, -1.969], [1.668, -1.328, -2.224], [0.152, -1.980, -1.399], [1.693, 4.012, -1.897], [3.355, 0.327, -3.549], [3.361, 2.866, -3.414], [1.655, -1.648, -3.291], [2.534, -1.857, -1.757], [-1.898, 2.167, -1.271], [-0.211, 3.767, -0.187], [-2.688, 0.045, -0.479], [-2.803, 1.911, -1.470], [-3.316, 2.651, -1.107], [-1.831, -1.347, 1.040], [-2.935, -0.841, -0.197], [-3.788, -0.877, 0.284], [-1.076, -1.844, -2.755], [-0.781, -2.486, -3.596], [-2.066, -2.126, -2.371], [-1.139, -0.807, -3.098], [0.425, -3.772, -1.186], [-0.410, -4.176, -0.596], [0.482, -4.287, -2.157], [1.355, -3.934, -0.626], [1.666, 2.231, 2.319], [1.585, 3.159, 2.897], [2.008, 1.408, 2.953], [2.395, 2.373, 1.517], [-1.229, 2.754, 2.522], [-1.582, 2.090, 3.335], [-0.797, 3.676, 2.952], [-2.089, 3.020, 1.884], [-0.705, -2.238, 4.242], [-0.582, -2.584, 2.516], [-1.120, -3.884, 2.072], [-1.574, -1.386, 2.076], [0.742, -2.096, 2.102], [-1.511, -2.856, 4.680], [-0.843, -1.179, 4.454], [0.285, -2.532, 4.607]], "forces_ev_per_a": [[0.8, 1.8, -0.5], [-0.2, -0.1, -0.3], [-1.7, 0.6, -2.3], [-0.6, 0.1, 1.2], [0.7, 0.1, -0.7], [0.7, 1.0, -0.1], [-0.3, -1.6, 0.3], [-0.2, 0.2, 0.2], [-0.2, 0.2, -0.3], [0.3, -0.6, 0.1], [0.0, -0.5, -1.1], [0.4, -0.3, -0.1], [-0.5, 0.6, 0.1], [0.0, 0.1, -0.3], [0.0, 0.3, 0.6], [-0.4, 0.5, -0.2], [0.6, 0.2, 0.0], [1.1, -0.9, 0.6], [-0.8, 0.8, -0.2], [-0.2, 0.0, 0.5], [0.0, -0.3, -0.2], [-0.8, -0.5, 2.0], [0.3, -1.3, 0.8], [0.6, 0.6, -0.6], [-0.3, 0.0, 0.4], [-0.1, 0.1, 0.3], [0.3, 0.0, -0.2], [0.1, -0.1, 0.1], [0.0, 0.0, 0.0], [0.3, 0.0, -0.2], [0.0, 0.2, 0.3], [-0.2, 0.0, -0.1], [0.5, -0.3, 1.0], [0.2, -0.1, -0.1], [0.0, 0.2, 0.2], [-0.1, 0.0, 0.2], [0.1, -0.1, 0.0], [0.3, 0.4, -0.4], [-0.3, -0.4, -0.2], [0.4, -0.2, 0.2], [0.2, -1.2, 0.6], [-1.7, -0.4, -0.7], [1.7, 2.9, 1.1], [-0.6, -0.8, -1.8], [-0.4, -1.2, 0.1], [0.5, 0.4, -0.2], [-0.1, -0.1, -0.5], [-0.3, -0.1, 0.3]]}

=====

[4]
{"formula": "C12H26CuO6", "method": "ωB97M-V with the def2-TZVPD basis set", "charge": -1, "gap_ev": 5.062, "multiplicity": 1, "e_lumo_ev": 2.31, "e_homo_ev": -2.76, "elements": ["Cu", "C", "C", "O", "H", "H", "H", "H", "H", "C", "C", "O", "H", "H", "H", "H", "H", "O", "C", "O", "C", "C", "C", "H", "H", "H", "H", "H", "H", "H", "H", "O", "C", "O", "C", "C", "C", "H", "H", "H", "H", "H", "H", "H", "H"], "coordinates": [[9.055, 11.961, 17.701], [8.184, 9.618, 20.054], [6.949, 10.489, 19.805], [6.889, 11.096, 18.572], [8.205, 8.839, 19.287], [8.131, 9.134, 21.039], [9.144, 10.141, 20.011], [6.922, 11.234, 20.634], [6.022, 9.913, 19.980], [9.229, 9.432, 14.165], [8.616, 9.820, 15.521], [7.993, 11.035, 15.654], [8.406, 9.513, 13.451], [9.607, 8.413, 14.253], [9.955, 10.216, 13.929], [9.400, 9.689, 16.299], [7.945, 8.977, 15.791], [11.046, 11.043, 18.240], [12.100, 11.146, 17.662], [13.052, 12.027, 17.978], [13.115, 12.527, 19.298], [13.983, 13.766, 19.329], [12.397, 10.313, 16.464], [13.598, 11.763, 19.918], [12.119, 12.668, 19.726], [13.517, 14.642, 18.876], [14.853, 13.471, 18.739], [14.210, 14.058, 20.353], [13.065, 10.829, 15.776], [11.429, 10.039, 16.043], [12.880, 9.359, 16.687], [9.688, 13.605, 19.383], [9.592, 13.865, 20.565], [9.926, 15.008, 21.105], [10.668, 16.050, 20.517], [10.510, 17.340, 21.271], [8.908, 12.892, 21.480], [10.411, 16.158, 19.461], [11.742, 15.837, 20.513], [9.553, 17.843, 21.129], [11.253, 18.071, 20.945], [10.707, 17.162, 22.329], [7.965, 13.307, 21.832], [9.582, 12.657, 22.309], [8.710, 11.941, 20.997]], "forces_ev_per_a": [[-2.1, -1.1, -0.5], [-0.3, -0.7, 0.0], [-0.1, 1.2, -0.7], [1.4, 0.1, 0.6], [0.1, 0.0, 0.0], [0.0, -0.1, 0.1], [-0.1, 0.3, -0.2], [-0.1, 0.1, 0.3], [0.1, -0.5, 0.1], [-0.8, 1.1, 0.5], [-0.5, 0.0, 1.3], [1.5, 0.3, -0.1], [0.2, -0.2, -0.3], [0.3, 0.0, -0.4], [0.3, -0.4, -0.3], [0.4, -0.1, -0.1], [-0.3, -0.1, -0.1], [0.1, 0.3, 0.7], [-0.7, -0.4, -0.4], [0.7, -0.1, -0.4], [-0.4, 0.1, 1.3], [-0.3, -0.2, -0.5], [0.1, -0.2, -0.5], [0.0, -0.1, -0.1], [0.0, 0.1, -0.3], [-0.1, -0.2, -0.3], [0.4, 0.5, 0.3], [0.3, -0.3, 0.0], [-0.2, 0.1, -0.1], [0.1, 0.2, -0.3], [0.1, 0.1, 0.5], [0.9, 0.7, -0.1], [-1.4, -1.7, -2.0], [0.2, 0.9, 2.1], [0.7, 0.3, -1.6], [-0.1, 0.4, 0.4], [0.6, -0.1, 0.6], [-0.3, 0.0, 0.0], [-0.1, -0.6, 0.2], [-0.2, -0.3, 0.2], [0.2, -0.2, -0.2], [-0.2, 0.1, 0.0], [0.1, 0.0, 0.2], [-0.2, 0.3, 0.3], [0.0, 0.3, -0.4]]}

=====

no.,maximum force (eV Å⁻¹),total energy (eV)
1,1.19,-60623.0298
2,3.26,-52523.1046
3,3.50,-58564.0631
4,2.96,-69787.9511